113
Properties=species:S:1:pos:R:3 method="wB97M-V/def2-TZVPD" total_energy_ha=-1930.8645 charge=-1 largest_force_ha_per_bohr=0.069 e_above_lowest_kcal_mol=63.3 s2=0.7506 gap_ev="1.654 / 9.057" spin_multiplicity=2
C 3.905 -1.686 1.675
C 3.131 -2.719 0.904
O 1.798 -2.278 0.947
H 4.958 -1.968 1.660
H 3.564 -1.650 2.709
H 3.695 -0.654 1.392
H 3.146 -3.668 1.440
H 3.331 -2.858 -0.158
H 1.395 -3.023 0.495
C 0.130 -1.263 -1.979
C -0.584 -0.347 -0.985
O -0.830 -1.140 0.146
H -0.453 -2.087 -2.392
H 0.934 -1.831 -1.511
H 0.605 -0.701 -2.783
H -1.463 0.000 -1.529
H 0.065 0.508 -0.798
H 0.002 -1.427 0.531
C -2.535 -5.923 -3.917
C -1.109 -5.678 -3.230
O -1.175 -6.087 -1.880
H -2.515 -5.327 -4.830
H -3.351 -5.632 -3.256
H -2.691 -6.949 -4.250
H -0.721 -4.672 -3.393
H -0.307 -6.313 -3.604
H -1.515 -6.977 -1.761
C -4.439 -0.518 -0.282
C -5.332 0.433 0.680
O -5.219 1.804 0.233
H -4.504 -0.414 -1.365
H -4.618 -1.549 0.024
H -3.375 -0.503 -0.043
H -5.148 0.291 1.745
H -6.354 0.080 0.547
H -4.278 1.964 0.330
C 2.567 -4.736 -2.336
C 4.086 -4.828 -2.281
O 4.623 -3.849 -3.197
H 2.227 -3.839 -1.819
H 2.038 -5.487 -1.749
H 2.213 -4.766 -3.366
H 4.125 -5.837 -2.692
H 4.609 -5.002 -1.340
H 5.572 -3.986 -3.236
C 2.497 -1.539 -5.729
C 3.803 -0.774 -5.302
C 3.675 0.026 -3.996
O 4.845 0.828 -3.729
C 4.527 2.099 -3.066
N 4.948 -1.733 -5.431
H 2.372 -2.278 -4.938
H 2.739 -2.089 -6.638
H 1.635 -0.875 -5.661
H 4.025 -0.054 -6.090
H 3.499 -0.611 -3.128
H 2.764 0.622 -4.054
H 5.345 2.721 -2.703
H 3.870 1.983 -2.204
H 3.981 2.665 -3.821
H 4.864 -2.435 -4.709
H 5.711 -1.247 -4.981
C -3.010 6.076 -0.839
C -2.699 5.786 0.570
C -2.953 4.299 1.061
O -2.517 3.255 0.188
C -1.067 3.153 0.236
N -1.381 6.325 0.801
H -3.304 7.123 -0.912
H -3.981 5.609 -1.008
H -2.396 5.664 -1.640
H -3.312 6.420 1.211
H -4.031 4.161 1.148
H -2.487 4.207 2.042
H -0.521 4.036 -0.095
H -0.736 2.531 -0.596
H -0.665 2.825 1.194
H -0.944 5.822 1.560
H -0.794 6.105 0.008
C 1.397 4.680 5.215
C 1.654 4.404 3.716
C 1.334 2.980 3.200
O 2.097 1.871 3.701
C 1.579 0.623 3.282
N 0.739 5.333 2.954
H 2.036 4.139 5.912
H 0.337 4.739 5.461
H 1.863 5.653 5.374
H 2.731 4.402 3.546
H 1.454 2.931 2.117
H 0.282 2.702 3.125
H 0.564 0.370 3.589
H 2.303 -0.157 3.516
H 1.437 0.579 2.202
H 1.161 6.240 3.087
H -0.087 5.412 3.530
C -3.585 -2.635 4.384
C -3.371 -1.807 3.016
C -2.596 -0.477 3.165
O -3.457 0.553 3.712
C -2.866 1.757 4.007
N -2.732 -2.539 2.009
H -4.018 -2.046 5.192
H -2.619 -2.810 4.857
H -4.348 -3.402 4.257
H -4.324 -1.523 2.570
H -2.197 -0.146 2.206
H -1.679 -0.578 3.746
H -2.047 1.577 4.703
H -3.652 2.358 4.464
H -2.350 2.375 3.272
H -2.215 -2.087 1.268
H -3.327 -3.084 1.402